(one)
Computed, not measured: a cluster of 2 separate species, C4H5NO in total, with ωB97M-V with the def2-TZVPD basis set.

The geometry in XYZ format:
```
11
Properties=species:S:1:pos:R:3
H -2.265 -1.771 -0.275
C 1.872 0.923 0.540
C -1.139 -1.660 -0.529
H 3.661 1.735 0.752
N -3.265 0.614 -0.048
H 1.573 1.195 1.605
H -0.028 0.218 -0.862
O 3.082 1.162 0.188
C -0.918 -0.303 -0.536
H -0.413 -2.484 -0.540
C -2.159 0.371 -0.294
```

LUMO energy (alpha / beta): 0.406 / -0.880 eV
M: 83.090 g mol⁻¹
multiplicity: 3

=====

(two)
Computed, not measured: the molecule C4H5NO, with ωB97M-V with the def2-TZVPD basis set.

The geometry in XYZ format:
```
11
Properties=species:S:1:pos:R:3
O 1.383 -0.981 -0.727
C -0.979 -1.141 -0.038
C 1.824 1.648 0.064
C -2.001 -0.367 0.108
H -1.187 -2.234 -0.159
H -1.813 0.752 0.392
H -2.898 -0.968 -0.073
H 1.488 2.312 0.708
H 2.609 1.775 -0.539
N 0.384 -0.932 0.333
C 1.190 0.135 -0.068
```

LUMO energy (alpha / beta): 1.013 / -1.282 eV
M: 83.090 g mol⁻¹
multiplicity: 3

=====

Which structure is the most stable? The one labeled (one).

=====

(one)
Computed, not measured: the molecule C16H26N6O5S, with ωB97M-V with the def2-TZVPD basis set.

The geometry in XYZ format:
```
54
Properties=species:S:1:pos:R:3
H 2.826 -3.302 0.507
H 5.752 -8.781 0.208
H 6.167 -3.446 -1.267
N 5.780 -14.328 -2.899
H 2.010 -0.828 4.401
C 6.108 -3.068 0.852
H 2.561 -6.397 -2.063
C 3.013 -6.011 -1.150
H 3.515 -4.102 -1.984
H 3.128 -6.135 1.354
C 5.356 -12.291 -1.758
O 3.828 -0.670 6.401
N 6.128 -11.607 -2.648
N 5.180 -3.027 1.964
O 4.466 -14.385 -1.048
C 1.964 -2.883 1.022
C 4.020 -2.546 4.699
H 6.628 -2.113 0.798
H 5.035 -0.614 4.804
C 3.643 -7.042 1.045
C 3.018 -0.769 3.988
N 3.596 -7.122 -0.409
H 5.687 -15.316 -3.050
H 4.753 -2.511 -0.728
H 4.668 -6.980 1.414
H 1.059 -3.380 0.676
C 4.073 -1.051 5.073
C 6.041 -10.370 -2.219
O 4.559 -0.878 1.626
O 4.676 -4.536 -0.322
H 3.142 -7.892 1.509
C 4.030 -4.949 -1.512
C 4.425 -1.929 2.224
H 4.210 -9.594 0.452
C 3.404 -2.121 3.343
H 4.761 -5.346 -2.224
C 4.880 -9.196 -0.305
C 5.140 -13.770 -1.844
C 5.420 -3.342 -0.470
H 2.932 -0.930 6.637
H 6.839 -3.851 1.055
H 4.864 -3.901 2.353
H 6.491 -9.499 -2.662
H 6.314 -13.753 -3.528
H 3.269 -3.060 5.304
N 5.264 -10.318 -1.123
O 4.272 -8.083 -2.341
H 3.133 0.119 3.373
H 4.942 -3.124 4.691
S 2.051 -3.206 2.798
H 2.228 -5.579 -0.528
N 4.814 -11.549 -0.820
C 4.216 -8.090 -1.124
H 1.879 -1.818 0.819
```

LUMO energy: 0.265 eV
M: 414.488 g mol⁻¹
SMILES string: CS[C@]1(C(=O)NCCOCCN(C)C(=O)Cn2cnc(C(N)=O)n2)C[C@H](O)C1

=====

(two)
Computed, not measured: the molecule C16H26N6O5S, with ωB97M-V with the def2-TZVPD basis set.

The geometry in XYZ format:
```
54
Properties=species:S:1:pos:R:3
N -1.833 2.805 -0.418
C 5.393 -5.662 4.377
H -2.431 2.138 0.042
O 4.710 -6.452 4.989
H 1.446 -3.340 2.791
H -5.621 3.680 -1.320
C 4.817 -4.515 3.602
H 4.900 -1.963 1.762
C -3.657 2.949 -2.037
S -4.213 1.316 -1.504
H -0.464 2.808 1.130
H 7.229 -6.433 4.797
H -1.980 0.478 -1.917
C 0.525 2.152 -0.657
H -6.446 4.173 -3.599
H -3.252 -0.736 -2.182
O -5.862 4.937 -3.652
N 5.592 -3.618 2.933
H 0.951 0.071 -2.197
H 2.036 -1.705 3.077
H -3.039 3.443 -4.138
C 4.707 -2.808 2.400
H -4.287 4.749 -0.833
H 2.071 0.035 -0.821
H -4.616 2.609 -3.988
C -0.388 -1.698 1.477
H 1.536 2.369 -0.290
C 0.586 -1.517 -0.801
H -2.970 0.511 -3.406
C 2.002 -2.251 0.992
C -2.972 0.305 -2.336
H 7.247 -5.008 3.779
C -0.484 3.025 0.062
O 2.941 -2.300 0.215
C 1.025 -0.104 -1.116
H -0.471 -1.636 -1.044
C -2.234 3.297 -1.610
H -0.719 -0.659 1.456
H 1.168 -2.209 -1.409
N 3.466 -3.196 2.740
H -0.217 4.072 -0.086
C 2.177 -2.602 2.469
N 0.761 -1.870 0.603
O 0.190 0.797 -0.412
H 0.496 2.361 -1.732
H -1.210 -2.335 1.143
N 3.525 -4.300 3.510
C -4.631 4.603 -3.061
C -3.924 3.311 -3.522
O -1.534 4.035 -2.285
C -4.646 4.074 -1.610
N 6.747 -5.700 4.309
H -3.995 5.478 -3.171
H -0.149 -1.967 2.500
```

LUMO energy: 0.240 eV
M: 414.488 g mol⁻¹
SMILES string: CS[C@]1(C(=O)NCCOCCN(C)C(=O)Cn2cnc(C(N)=O)n2)C[C@H](O)C1

=====

Which structure is the most stable? The one labeled (two).